No. 1
8
Properties=species:S:1:pos:R:3 method="wB97M-V/def2-TZVPD" e_above_lowest_kcal_mol=44.5 spin_multiplicity=3 homo_lumo_gap_ha="0.238 / 0.399" total_energy_ha=-390.23705
C 0.882 2.356 3.107
C -0.072 0.467 0.071
C -0.325 -0.725 -0.375
O 1.129 1.265 3.244
F -0.773 1.153 0.866
F 0.640 -1.280 -1.241
H 0.870 1.114 -0.155
H -1.236 -1.376 -0.194

=====

No. 2
112
Properties=species:S:1:pos:R:3 method="wB97M-V/def2-TZVPD" e_above_lowest_kcal_mol=0.0 spin_multiplicity=6 homo_lumo_gap_ha="0.180 / 0.279" charge=-1 total_energy_ha=-5285.55440
Fe -0.152 -0.497 -0.360
N 1.455 -3.412 -0.994
C 2.643 -3.481 -0.277
C 3.294 -4.715 -0.167
C 4.471 -4.845 0.541
C 5.045 -3.740 1.154
C 4.393 -2.523 1.086
C 3.188 -2.365 0.397
P 2.227 -0.833 0.645
C 3.388 -0.163 3.120
C 3.193 -0.595 4.425
C 4.112 -0.271 5.410
C 5.233 0.490 5.103
C 5.424 0.914 3.796
C 4.508 0.598 2.800
C 3.249 0.469 -0.146
C 4.390 0.215 -0.900
C 5.032 1.250 -1.570
C 4.537 2.544 -1.494
C 3.403 2.807 -0.733
C 2.760 1.775 -0.067
H 1.353 -2.595 -1.581
H 1.211 -4.262 -1.476
H 2.849 -5.583 -0.643
H 4.945 -5.816 0.615
H 5.979 -3.828 1.693
H 4.825 -1.675 1.599
H 2.316 -1.188 4.652
H 3.951 -0.616 6.424
H 5.945 0.754 5.875
H 6.295 1.506 3.538
H 4.667 0.938 1.789
H 4.768 -0.796 -0.986
H 5.905 1.040 -2.175
H 5.025 3.342 -2.040
H 3.010 3.815 -0.672
H 1.860 1.974 0.505
C -2.531 -3.133 -2.191
P -2.158 -1.939 -0.851
C -3.473 -0.671 -1.114
N -4.753 -1.085 -1.046
C -5.730 -0.140 -1.202
C -7.080 -0.499 -1.073
C -8.083 0.447 -1.222
C -7.760 1.771 -1.510
C -6.432 2.149 -1.639
C -5.401 1.215 -1.484
N -4.093 1.603 -1.622
C -3.160 0.659 -1.442
P -1.440 1.184 -1.747
C -1.527 2.954 -1.314
C -1.356 1.239 -3.627
C -0.068 1.998 -3.994
C -1.299 -0.205 -4.138
C -2.553 1.925 -4.280
C -2.604 -2.989 0.659
C -2.362 -2.051 1.816
C -4.027 -3.544 0.749
C -1.641 -4.183 0.702
H -3.613 -3.232 -2.253
H -2.070 -4.098 -1.979
H -2.140 -2.765 -3.139
H -7.316 -1.533 -0.850
H -9.120 0.151 -1.113
H -8.545 2.508 -1.635
H -6.161 3.176 -1.863
H -2.370 3.405 -1.829
H -0.590 3.452 -1.572
H -1.687 3.033 -0.239
H 0.777 1.696 -3.372
H -0.203 3.076 -3.875
H 0.200 1.807 -5.038
H -0.492 -0.769 -3.672
H -1.143 -0.211 -5.221
H -2.246 -0.711 -3.927
H -2.637 2.973 -3.988
H -3.492 1.432 -4.032
H -2.418 1.888 -5.368
H -3.068 -1.218 1.751
H -0.843 -0.705 2.178
H -2.507 -2.560 2.773
H -4.776 -2.806 0.500
H -4.190 -3.902 1.774
H -4.150 -4.398 0.077
H -0.610 -3.902 0.488
H -1.949 -4.945 -0.017
H -1.662 -4.636 1.696
O -0.736 -3.324 4.139
S 0.330 -2.759 3.346
O 2.384 -0.493 2.243
O -0.988 -1.606 1.747
O 1.015 -3.671 2.468
O -0.596 2.941 4.778
C -0.113 3.655 3.751
C 0.276 4.973 3.999
C 0.770 5.758 2.977
C 0.903 5.248 1.687
C 0.529 3.942 1.442
C 0.014 3.130 2.454
C -0.396 1.733 2.136
O -0.900 1.058 3.092
O -0.221 1.326 0.956
H -0.840 2.061 4.406
H 0.176 5.351 5.008
H 1.054 6.783 3.186
H 1.293 5.865 0.888
H 0.623 3.515 0.452
N 1.272 -0.563 -2.065
C 1.998 -0.412 -2.976
N 2.776 -0.304 -3.960
C 3.348 0.705 -4.568
N 3.884 1.548 -5.159

=====

No. 3
84
Properties=species:S:1:pos:R:3 method="wB97M-V/def2-TZVPD" e_above_lowest_kcal_mol=2.4 homo_lumo_gap_ha=0.298 total_energy_ha=-2593.61574
Pd -0.477 -0.136 0.366
C -2.684 -4.838 -6.469
C -2.293 -4.333 -5.108
C -1.653 -5.160 -4.195
C -1.303 -4.702 -2.931
C -1.604 -3.399 -2.567
C -2.241 -2.556 -3.467
C -2.582 -3.025 -4.722
S -1.096 -2.816 -0.968
O -0.374 -3.915 -0.383
O -2.277 -2.314 -0.304
N -0.176 -1.509 -1.235
C 1.208 -1.687 -1.447
C 1.753 -2.795 -2.113
C 3.114 -2.829 -2.317
C 3.910 -1.776 -1.872
C 3.278 -0.729 -1.237
N 1.960 -0.678 -1.025
H -2.016 -5.632 -6.802
H -2.661 -4.040 -7.210
H -3.697 -5.246 -6.457
H -1.418 -6.181 -4.474
H -0.805 -5.349 -2.223
H -2.464 -1.541 -3.183
H -3.079 -2.363 -5.422
H 1.127 -3.607 -2.447
H 3.556 -3.677 -2.825
H 4.981 -1.769 -2.018
H 3.845 0.118 -0.864
C -2.851 3.903 -1.042
C -2.156 2.986 -0.028
C -3.206 2.407 0.929
P -1.102 1.701 -0.801
C -1.904 1.055 -2.334
C -3.286 0.491 -1.983
C -2.002 1.922 -3.589
C 0.500 2.458 -1.313
C 0.407 3.832 -1.985
C 1.486 2.569 -0.145
H -3.226 4.775 -0.504
H -3.710 3.405 -1.492
H -2.205 4.258 -1.844
H -1.440 3.559 0.561
H -3.941 1.811 0.391
H -3.736 3.230 1.412
H -2.766 1.790 1.705
H -1.231 0.222 -2.565
H -3.961 1.287 -1.668
H -3.248 -0.267 -1.200
H -3.738 0.043 -2.870
H -2.753 2.706 -3.505
H -2.301 1.276 -4.418
H -1.055 2.379 -3.873
H 0.894 1.709 -2.009
H 0.022 4.579 -1.288
H -0.208 3.859 -2.882
H 1.412 4.149 -2.268
H 1.095 3.202 0.652
H 2.411 3.019 -0.511
H 1.726 1.595 0.278
C 2.617 -0.861 4.199
C 1.379 -1.670 4.559
C 0.063 -0.949 4.226
C -1.142 -1.860 4.572
C -2.499 -1.324 4.134
C -0.041 0.315 5.052
O 0.112 0.325 6.251
N -0.344 1.476 4.374
C -0.463 1.657 2.997
O -0.647 2.772 2.562
N -0.340 0.532 2.223
C -0.002 -0.666 2.750
O 0.206 -1.571 1.920
H 3.526 -1.406 4.455
H 2.647 0.087 4.741
H 2.658 -0.648 3.129
H 1.361 -1.889 5.627
H 1.373 -2.617 4.017
H -1.114 -2.006 5.653
H -0.951 -2.823 4.095
H -2.711 -0.343 4.565
H -3.290 -1.999 4.460
H -2.572 -1.244 3.047
H -0.404 2.320 4.925

=====

No. 4
19
Properties=species:S:1:pos:R:3 method="wB97M-V/def2-TZVPD" e_above_lowest_kcal_mol=107.0 homo_lumo_gap_ha="0.270 / 0.270" total_energy_ha=-310.88880
C -2.295 0.054 0.752
C -1.105 0.855 0.236
C -0.280 0.075 -0.787
C 0.971 0.715 -1.214
C 0.360 -1.225 -0.316
C 1.429 -1.034 0.627
O 2.382 -0.009 -0.050
H -2.977 -0.207 -0.067
H -2.867 0.619 1.496
H -1.948 -0.880 1.203
H -0.459 1.139 1.080
H -1.444 1.796 -0.217
H -0.887 -0.155 -1.671
H 1.406 0.411 -2.158
H 1.284 1.696 -0.854
H 0.500 -1.998 -1.070
H 1.160 -0.527 1.568
H 2.009 -1.936 0.837
H 2.761 0.612 0.606